# 1
ORCA calculation (ωB97M-V with the def2-TZVPD basis set) on one molecule with the formula C5H12N2 in a non-equilibrium geometry.

Geometry as XYZ:
```
19
Properties=species:S:1:pos:R:3:forces:R:3:lowdin_charge:R:1
C 2.01160 1.14909 0.66422 0.7488 -1.8812 2.5641 -0.09
C 1.47051 -0.29721 1.00775 2.7048 0.3070 -1.2544 -0.23
C 0.77735 -0.97948 -0.15375 0.8518 1.6271 -0.2088 -0.21
C -0.50733 -0.35345 -0.47807 -5.0328 1.6811 -0.3986 -0.30
C -1.82234 -0.70155 -0.02229 3.5839 -0.0166 -0.8001 -0.14
N -3.10721 -0.20098 -0.48233 1.6218 -0.5401 -0.1746 0.00
N -0.39255 0.88216 -1.26173 1.1172 -2.2369 -0.2917 0.07
H 2.50624 1.52453 1.58589 -0.0138 -0.1981 -0.5457 0.08
H 2.70084 1.24789 -0.14829 0.3713 -0.3946 -0.5895 0.06
H 1.21410 1.77955 0.51438 -1.8616 1.4789 -0.6109 0.02
H 2.35470 -0.94987 1.19953 -0.4536 0.5006 0.3235 0.11
H 0.87176 -0.26059 1.86861 -0.8424 0.0808 1.2312 0.08
H 0.63080 -1.99849 -0.00484 -0.0899 -1.8922 0.5111 0.09
H 1.56154 -0.85029 -0.93504 -1.0354 -0.2562 -0.2675 0.13
H -1.85680 -1.53424 0.68628 -0.0629 0.1124 -0.2771 0.09
H -3.39352 0.68005 -0.11784 0.0280 0.7259 0.3802 0.05
H -3.81344 -0.87217 -0.24339 -0.2186 -0.1637 -0.0070 0.06
H -1.31392 1.11273 -1.54049 -1.1442 0.5427 -0.4164 0.04
H 0.10766 0.62231 -2.13861 -0.2723 0.5229 0.8322 0.10
```
Positions in Å, forces in eV/Å.

Properties
Gap between HOMO and LUMO ... 8.62 eV
SMILES ... CCC/C(N)=C/N
Energy above the lowest of the compared OMol25 structures with the same formula, charge and spin ... 150.57 kJ/mol
DFT total energy ... -8358.5757 eV
Net charge ... 0
LUMO level ... 1.040 eV

# 2
ORCA calculation (ωB97M-V with the def2-TZVPD basis set) on a 2-piece molecular cluster, C5H12N2 overall.

Geometry as XYZ:
```
19
Properties=species:S:1:pos:R:3:forces:R:3:lowdin_charge:R:1
C 1.50868 -2.68848 0.49946 0.4028 0.0042 -0.0090 -0.27
C 2.50981 -1.82484 0.38715 -0.0258 0.0802 -0.1125 0.00
C -0.01161 -1.78748 1.94273 0.0205 -0.0386 0.0797 -0.06
N 0.19171 -2.35635 0.83736 -0.0660 -0.1382 -0.1572 -0.02
H 1.69556 -3.72798 0.26374 -0.2714 -0.1399 0.0042 0.10
H 2.36327 -0.76419 0.52666 -0.0209 0.1069 0.0880 0.05
H 3.48528 -2.16377 0.07059 0.0185 0.0014 0.0110 0.05
H -1.02100 -1.49519 2.20803 -0.0704 0.0688 0.0369 0.07
H 0.79642 -1.60022 2.65355 0.0037 0.0615 0.0614 0.08
C -1.35818 1.55847 0.19412 -0.3097 -0.1780 0.2601 -0.12
C -0.87669 1.56311 -1.24666 0.1153 -0.4326 0.0624 -0.35
N -1.35281 2.71820 -1.99436 -0.0332 0.2999 -0.0791 -0.02
H -2.44550 1.62845 0.25543 -0.0262 0.1227 -0.2126 0.07
H -1.10690 0.61221 0.67319 0.2422 -0.0240 0.0597 0.04
H -0.95687 2.37584 0.79310 0.1350 0.0479 -0.1061 0.07
H 0.21502 1.47944 -1.26823 0.0215 0.1750 0.0397 0.10
H -1.21035 0.63555 -1.71821 -0.1681 0.0704 -0.0628 0.10
H -0.60947 3.36187 -2.22116 0.0014 0.0180 0.0277 0.06
H -1.81638 2.47534 -2.85648 0.0309 -0.1056 0.0084 0.06
```
Positions in Å, forces in eV/Å.

Properties
Gap between HOMO and LUMO ... 10.20 eV
SMILES ... C=CN=C.CCN
Energy above the lowest of the compared OMol25 structures with the same formula, charge and spin ... 199.61 kJ/mol
DFT total energy ... -8358.0674 eV
Net charge ... 0
LUMO level ... 1.044 eV

# 3
ORCA calculation (ωB97M-V with the def2-TZVPD basis set) on one molecule with the formula C5H12N2.

Geometry as XYZ:
```
19
Properties=species:S:1:pos:R:3:forces:R:3:lowdin_charge:R:1
C 1.57658 -1.12343 -0.21849 -0.1901 0.1965 -0.5210 -0.30
C 1.14722 0.09346 -1.03583 -0.3466 0.0135 0.2048 -0.21
C -0.37203 0.35100 -1.02701 0.1119 -0.2500 -0.3060 -0.23
N -1.76912 1.70704 2.23138 -0.4274 0.0123 0.3624 0.02
C -1.33291 1.55838 0.91520 0.1500 0.1067 -0.5806 -0.23
C -0.96116 0.41575 0.34297 -0.1505 0.1925 0.5364 -0.15
N 0.79327 -2.31444 -0.56945 0.0942 0.3181 0.1054 0.00
H 1.39988 -0.88785 0.82502 0.0481 -0.1253 0.2836 0.10
H 2.64976 -1.26649 -0.37552 0.1238 -0.0025 0.1884 0.10
H 1.47730 -0.00703 -2.07052 0.1079 -0.0162 -0.1089 0.10
H 1.63781 0.97746 -0.61037 0.0605 -0.1226 -0.1190 0.11
H -0.54540 1.29359 -1.55511 -0.0657 0.0449 0.1182 0.10
H -0.88330 -0.41554 -1.62259 0.1371 0.0001 0.1500 0.10
H -2.10260 0.84406 2.64841 0.2129 0.0772 -0.1086 0.08
H -2.47762 2.41595 2.36752 0.1674 0.0480 -0.1327 0.07
H -1.23585 2.47715 0.32961 -0.1171 -0.0569 0.3553 0.11
H -1.05658 -0.47941 0.95927 0.1186 -0.1321 -0.3736 0.10
H 0.95825 -2.55205 -1.54155 -0.0014 -0.1402 0.0821 0.07
H 1.09649 -3.08759 0.00706 -0.0337 -0.1640 -0.1363 0.06
```
Positions in Å, forces in eV/Å.

Properties
Gap between HOMO and LUMO ... 9.12 eV
SMILES ... N/C=C/CCCN
Energy above the lowest of the compared OMol25 structures with the same formula, charge and spin ... 79.05 kJ/mol
DFT total energy ... -8359.3169 eV
Net charge ... 0
LUMO level ... 1.196 eV

> energy above the lowest of the compared OMol25 structures with the same formula, charge and spin of number 2 (C5H12N2)?

199.61 kJ/mol

> The highest energy above the lowest of the compared OMol25 structures with the same formula, charge and spin belongs to which entry?

number 2

Please write out number 2 again, unchanged.
ORCA calculation (ωB97M-V with the def2-TZVPD basis set) on a 2-piece molecular cluster, C5H12N2 overall.

Geometry as XYZ:
```
19
Properties=species:S:1:pos:R:3:forces:R:3:lowdin_charge:R:1
C 1.50868 -2.68848 0.49946 0.4028 0.0042 -0.0090 -0.27
C 2.50981 -1.82484 0.38715 -0.0258 0.0802 -0.1125 0.00
C -0.01161 -1.78748 1.94273 0.0205 -0.0386 0.0797 -0.06
N 0.19171 -2.35635 0.83736 -0.0660 -0.1382 -0.1572 -0.02
H 1.69556 -3.72798 0.26374 -0.2714 -0.1399 0.0042 0.10
H 2.36327 -0.76419 0.52666 -0.0209 0.1069 0.0880 0.05
H 3.48528 -2.16377 0.07059 0.0185 0.0014 0.0110 0.05
H -1.02100 -1.49519 2.20803 -0.0704 0.0688 0.0369 0.07
H 0.79642 -1.60022 2.65355 0.0037 0.0615 0.0614 0.08
C -1.35818 1.55847 0.19412 -0.3097 -0.1780 0.2601 -0.12
C -0.87669 1.56311 -1.24666 0.1153 -0.4326 0.0624 -0.35
N -1.35281 2.71820 -1.99436 -0.0332 0.2999 -0.0791 -0.02
H -2.44550 1.62845 0.25543 -0.0262 0.1227 -0.2126 0.07
H -1.10690 0.61221 0.67319 0.2422 -0.0240 0.0597 0.04
H -0.95687 2.37584 0.79310 0.1350 0.0479 -0.1061 0.07
H 0.21502 1.47944 -1.26823 0.0215 0.1750 0.0397 0.10
H -1.21035 0.63555 -1.71821 -0.1681 0.0704 -0.0628 0.10
H -0.60947 3.36187 -2.22116 0.0014 0.0180 0.0277 0.06
H -1.81638 2.47534 -2.85648 0.0309 -0.1056 0.0084 0.06
```
Positions in Å, forces in eV/Å.

Properties
Gap between HOMO and LUMO ... 10.20 eV
SMILES ... C=CN=C.CCN
Energy above the lowest of the compared OMol25 structures with the same formula, charge and spin ... 199.61 kJ/mol
DFT total energy ... -8358.0674 eV
Net charge ... 0
LUMO level ... 1.044 eV